# 1
Entry from the Open Molecules 2025 dataset: a 12-piece molecular cluster, C52H135N7O24 overall at a distorted geometry (ωB97M-V with the def2-TZVPD basis set).

Results
- Maximum force: 3.8 eV/Å
- Calculated total energy: -115671.9316 eV
- ΔE to the lowest compared entry with this formula, charge and spin: 0.00 kcal per mole
- Gap between HOMO and LUMO: 8.84 eV
- SMILES: COCCNCCOC.COCCNCCOC.COCCNCCOC.COCCNCCOC.COCCNCCOC.COCCNCCOC.COCCNCCOC.OCCO.OCCO.OCCO.OCCO.OCCO
- Total charge: 0

```
218
C52H135N7O24, DFT ωB97M-V with the def2-TZVPD basis set
C -5.64 1.71 0.07
O -4.57 2.62 0.26
C -3.26 2.17 0.06
C -2.45 3.39 -0.44
N -2.57 3.62 -1.89
C -3.91 4.07 -2.37
C -3.80 4.30 -3.87
O -2.71 5.17 -4.05
C -2.53 5.60 -5.45
H -6.24 2.09 -0.80
H -6.20 1.78 1.03
H -5.30 0.68 -0.07
H -3.22 1.43 -0.74
H -2.77 1.71 0.96
H -1.38 3.26 -0.30
H -2.82 4.30 0.11
H -1.91 4.30 -2.12
H -4.29 4.95 -1.84
H -4.62 3.25 -2.27
H -4.75 4.65 -4.26
H -3.53 3.33 -4.35
H -2.70 4.75 -6.12
H -1.51 5.94 -5.45
H -3.21 6.44 -5.73
C -5.32 6.94 0.47
O -4.35 6.74 1.54
C -4.89 5.96 2.57
C -3.80 6.02 3.66
N -2.56 5.29 3.38
C -2.72 3.82 3.25
C -1.37 3.13 3.44
O -1.61 1.75 3.49
C -0.40 0.99 3.34
H -5.89 7.79 0.86
H -5.93 6.04 0.35
H -4.73 7.15 -0.39
H -5.10 4.91 2.28
H -5.84 6.35 2.99
H -4.17 5.65 4.60
H -3.51 7.03 3.63
H -2.20 5.60 2.49
H -3.13 3.51 2.31
H -3.41 3.50 4.01
H -0.85 3.43 4.36
H -0.61 3.30 2.68
H -0.01 1.03 2.34
H -0.55 -0.03 3.69
H 0.30 1.41 4.02
C 5.05 -0.65 1.40
O 4.67 -1.93 1.02
C 4.70 -2.12 -0.40
C 4.57 -3.58 -0.65
N 3.22 -3.96 -0.25
C 2.89 -5.36 -0.16
C 2.61 -6.01 -1.49
O 3.81 -6.19 -2.17
C 3.76 -6.64 -3.44
H 6.13 -0.52 1.49
H 4.64 -0.35 2.40
H 4.74 0.04 0.66
H 5.57 -1.64 -0.88
H 3.82 -1.53 -0.84
H 5.33 -4.18 -0.08
H 4.60 -3.84 -1.70
H 3.00 -3.54 0.67
H 1.98 -5.49 0.41
H 3.64 -5.94 0.29
H 1.90 -5.51 -2.17
H 2.23 -7.05 -1.31
H 4.73 -6.61 -3.88
H 2.95 -6.18 -4.05
H 3.35 -7.72 -3.50
C 4.04 -7.51 5.19
O 3.85 -6.11 5.23
C 4.25 -5.58 3.97
C 4.09 -4.09 4.00
N 2.69 -3.70 4.07
C 2.31 -2.31 3.83
C 3.00 -1.26 4.67
O 2.43 -1.22 5.95
C 3.03 -0.42 6.91
H 3.25 -8.03 4.58
H 4.20 -7.95 6.20
H 5.00 -7.64 4.69
H 3.71 -5.90 3.08
H 5.33 -5.76 3.81
H 4.53 -3.77 3.04
H 4.70 -3.75 4.84
H 2.30 -4.13 4.90
H 1.23 -2.23 3.92
H 2.54 -2.13 2.74
H 2.92 -0.27 4.13
H 4.06 -1.59 4.78
H 4.09 -0.37 6.90
H 2.64 -0.77 7.84
H 2.66 0.65 6.78
C 4.07 3.21 1.47
O 2.90 4.03 1.18
C 2.20 4.46 2.34
C 1.09 5.47 1.91
N 1.74 6.68 1.45
C 0.97 7.85 1.77
C -0.41 8.01 1.21
O -0.44 7.70 -0.16
C -1.82 7.62 -0.52
H 4.26 2.67 0.55
H 3.87 2.47 2.32
H 5.01 3.75 1.76
H 2.93 4.83 3.06
H 1.76 3.63 2.89
H 0.49 5.56 2.82
H 0.43 4.97 1.24
H 1.96 6.64 0.48
H 1.53 8.71 1.38
H 1.01 7.92 2.86
H -0.75 9.05 1.40
H -1.17 7.32 1.74
H -2.37 6.81 -0.04
H -1.91 7.47 -1.61
H -2.42 8.48 -0.19
C -2.52 -2.10 -2.91
O -3.54 -2.81 -2.20
C -3.92 -2.06 -1.02
C -4.84 -2.91 -0.24
N -4.21 -4.22 0.03
C -5.28 -5.20 0.47
C -4.66 -6.51 0.92
O -3.80 -7.09 0.01
C -4.33 -7.89 -1.06
H -2.85 -1.13 -3.28
H -2.30 -2.75 -3.71
H -1.71 -1.95 -2.19
H -4.41 -1.14 -1.32
H -3.04 -1.81 -0.47
H -5.84 -3.02 -0.72
H -5.05 -2.46 0.70
H -3.71 -4.57 -0.78
H -5.96 -5.32 -0.40
H -5.85 -4.66 1.24
H -5.53 -7.21 1.07
H -4.06 -6.32 1.85
H -5.14 -8.56 -0.63
H -3.47 -8.46 -1.37
H -4.69 -7.29 -1.88
C -3.38 -4.17 3.32
O -2.26 -5.09 3.40
C -1.04 -4.45 3.20
C -0.83 -4.08 1.77
N -1.14 -5.14 0.83
C -0.95 -4.60 -0.55
C -1.04 -5.70 -1.60
O -1.31 -5.08 -2.90
C -1.12 -5.89 -4.02
H -3.49 -3.97 2.23
H -3.22 -3.26 3.95
H -4.25 -4.68 3.70
H -0.26 -5.14 3.52
H -0.85 -3.55 3.81
H 0.20 -3.82 1.61
H -1.44 -3.17 1.51
H -2.08 -5.41 0.97
H 0.08 -4.19 -0.59
H -1.67 -3.74 -0.76
H -1.90 -6.32 -1.33
H -0.08 -6.33 -1.64
H -1.15 -6.97 -3.71
H -0.12 -5.73 -4.40
H -1.77 -5.67 -4.88
O 0.03 -1.38 -0.33
C 1.16 -0.64 0.19
C 1.16 0.79 -0.24
O 1.50 0.92 -1.66
H 0.36 -1.91 -1.12
H 1.20 -0.62 1.28
H 2.11 -1.12 -0.07
H 1.86 1.49 0.25
H 0.13 1.19 -0.01
H 0.74 1.22 -2.19
O 0.16 5.43 -1.40
C 1.11 5.35 -2.47
C 2.42 4.70 -2.11
O 3.20 5.54 -1.24
H 0.21 6.23 -0.83
H 0.61 4.76 -3.26
H 1.40 6.34 -2.91
H 3.00 4.63 -3.02
H 2.15 3.70 -1.70
H 3.27 5.10 -0.40
O 1.41 -3.04 -2.29
C 1.93 -3.05 -3.65
C 2.07 -1.72 -4.34
O 2.88 -0.81 -3.55
H 2.11 -3.29 -1.66
H 2.86 -3.58 -3.70
H 1.18 -3.62 -4.24
H 1.16 -1.15 -4.51
H 2.44 -1.79 -5.37
H 2.33 -0.59 -2.76
O 1.26 2.73 -4.35
C 0.41 1.84 -4.98
C -1.03 2.04 -4.55
O -1.09 1.70 -3.14
H 2.14 2.33 -4.48
H 0.36 2.02 -6.12
H 0.76 0.82 -4.95
H -1.66 1.49 -5.23
H -1.25 3.10 -4.63
H -1.79 2.28 -2.78
O 4.19 1.20 -1.51
C 4.99 2.20 -2.21
C 5.06 1.91 -3.71
O 3.78 1.74 -4.27
H 3.21 1.32 -1.72
H 4.54 3.18 -2.07
H 5.97 2.13 -1.76
H 5.72 1.06 -3.99
H 5.54 2.77 -4.27
H 3.38 0.90 -3.87
```


# 2
Entry from the Open Molecules 2025 dataset: a 14-piece molecular cluster, C52H136F6N11O19S2 overall at a distorted geometry (ωB97M-V with the def2-TZVPD basis set).

Results
- Spin multiplicity: 2
- Maximum force: 4.8 eV/Å
- Calculated total energy: -149383.6477 eV
- ⟨S²⟩: 0.7541
- Gap between HOMO and LUMO (alpha / beta): 8.21 / 3.14 eV
- Total charge: 0

```
226
C52H136F6N11O19S2, DFT ωB97M-V with the def2-TZVPD basis set
C 9.07 -12.63 -20.65
F 7.96 -13.34 -20.82
F 8.79 -11.39 -20.23
F 9.91 -13.21 -19.81
S 10.03 -12.52 -22.28
O 11.08 -11.49 -22.09
O 10.52 -13.87 -22.63
N 8.78 -12.06 -23.41
S 9.55 -11.26 -24.46
O 9.70 -9.84 -24.11
O 10.74 -11.85 -25.05
C 8.21 -11.27 -25.88
F 8.73 -10.67 -26.98
F 7.81 -12.47 -26.24
F 7.17 -10.50 -25.47
C 12.98 -8.87 -23.87
O 12.89 -7.41 -24.07
C 13.64 -6.97 -25.23
C 12.82 -7.13 -26.55
N 11.52 -6.43 -26.40
C 10.60 -6.81 -27.43
C 9.15 -6.29 -27.05
O 8.09 -6.46 -28.04
C 8.00 -7.81 -28.43
H 14.01 -9.23 -23.78
H 12.47 -9.36 -24.70
H 12.48 -9.08 -22.92
H 14.57 -7.53 -25.30
H 13.95 -5.93 -25.16
H 12.66 -8.18 -26.80
H 13.38 -6.70 -27.39
H 11.16 -6.64 -25.48
H 10.58 -7.89 -27.52
H 10.89 -6.37 -28.39
H 9.27 -5.23 -26.82
H 8.88 -6.75 -26.10
H 7.19 -7.83 -29.16
H 7.69 -8.49 -27.63
H 8.86 -8.14 -29.02
C 15.70 -11.89 -23.42
O 15.09 -12.66 -24.42
C 13.76 -13.10 -24.11
C 13.20 -14.03 -25.20
N 14.14 -15.09 -25.54
C 13.77 -15.87 -26.72
C 14.94 -16.66 -27.19
O 16.04 -15.88 -27.63
C 17.33 -16.45 -27.56
H 16.71 -11.59 -23.71
H 15.88 -12.51 -22.54
H 15.15 -11.02 -23.07
H 13.12 -12.25 -23.87
H 13.77 -13.70 -23.21
H 12.89 -13.51 -26.11
H 12.31 -14.53 -24.83
H 14.98 -14.56 -25.73
H 13.41 -15.39 -27.63
H 13.02 -16.59 -26.40
H 14.66 -17.39 -27.94
H 15.23 -17.21 -26.30
H 17.64 -16.92 -28.49
H 17.39 -17.06 -26.66
H 18.07 -15.69 -27.35
C 4.07 -10.47 -22.76
C 5.64 -10.26 -22.71
C 6.14 -9.62 -21.34
O 5.52 -8.37 -20.99
C 5.73 -8.00 -19.65
N 6.20 -11.55 -22.93
H 3.69 -11.31 -22.17
H 3.72 -10.70 -23.77
H 3.58 -9.55 -22.45
H 5.96 -9.58 -23.50
H 7.23 -9.56 -21.29
H 5.83 -10.37 -20.61
H 5.61 -8.81 -18.93
H 4.93 -7.31 -19.39
H 6.74 -7.61 -19.48
H 7.21 -11.61 -22.93
H 5.96 -11.89 -23.85
C 11.64 -18.34 -20.72
C 11.51 -16.85 -20.70
C 12.35 -16.15 -19.71
O 11.86 -16.37 -18.39
C 12.60 -15.78 -17.33
N 11.78 -16.40 -22.04
H 11.52 -18.93 -19.82
H 12.63 -18.61 -21.10
H 11.05 -18.88 -21.46
H 10.48 -16.70 -20.38
H 12.39 -15.08 -19.90
H 13.36 -16.57 -19.72
H 13.58 -16.24 -17.19
H 11.99 -15.89 -16.44
H 12.72 -14.70 -17.41
H 11.61 -15.43 -22.25
H 11.22 -16.91 -22.70
C 7.33 -13.42 -16.88
C 7.25 -14.83 -16.34
C 8.48 -15.80 -16.66
O 8.11 -17.14 -16.43
C 9.13 -18.07 -16.70
N 7.09 -14.66 -14.92
H 8.23 -12.93 -16.52
H 6.44 -12.87 -16.58
H 7.40 -13.43 -17.96
H 6.41 -15.35 -16.81
H 9.36 -15.47 -16.11
H 8.92 -15.84 -17.65
H 9.95 -18.12 -15.99
H 9.65 -17.83 -17.63
H 8.69 -19.06 -16.88
H 6.29 -14.10 -14.69
H 6.90 -15.55 -14.49
C 17.19 -14.74 -18.41
C 16.81 -13.52 -19.22
C 15.27 -13.23 -19.18
O 15.10 -12.15 -20.12
C 13.70 -11.90 -20.29
N 17.42 -12.35 -18.59
H 16.77 -15.68 -18.77
H 17.00 -14.52 -17.36
H 18.27 -14.86 -18.51
H 17.10 -13.69 -20.26
H 14.86 -13.00 -18.19
H 14.75 -14.15 -19.46
H 13.13 -12.71 -20.75
H 13.60 -11.13 -21.05
H 13.19 -11.56 -19.38
H 17.03 -12.30 -17.66
H 17.08 -11.55 -19.11
C 12.04 -16.70 -29.97
C 10.54 -16.98 -29.84
C 9.67 -15.72 -30.06
O 9.92 -14.64 -29.12
C 9.89 -15.02 -27.77
N 10.16 -18.03 -30.77
H 12.40 -15.87 -29.36
H 12.25 -16.31 -30.97
H 12.61 -17.61 -29.78
H 10.36 -17.41 -28.85
H 8.62 -16.00 -30.02
H 9.86 -15.24 -31.03
H 10.82 -15.53 -27.55
H 8.97 -15.59 -27.63
H 9.79 -14.09 -27.21
H 9.47 -18.57 -30.27
H 10.92 -18.67 -30.95
C 8.28 -6.00 -22.60
C 9.73 -6.46 -22.38
C 9.96 -7.58 -21.32
O 11.30 -7.52 -20.81
C 11.72 -8.65 -20.00
N 10.25 -6.83 -23.66
H 8.12 -5.53 -23.57
H 7.96 -5.24 -21.89
H 7.65 -6.87 -22.40
H 10.42 -5.65 -22.17
H 9.58 -8.51 -21.76
H 9.27 -7.42 -20.49
H 11.21 -8.62 -19.03
H 12.79 -8.65 -19.83
H 11.40 -9.65 -20.30
H 11.21 -7.11 -23.53
H 9.81 -7.72 -23.83
C 6.67 -16.80 -23.92
C 7.81 -15.80 -23.63
C 9.08 -16.16 -24.46
O 9.51 -17.42 -24.00
C 10.57 -17.88 -24.71
N 7.27 -14.48 -23.86
H 6.50 -16.79 -25.00
H 5.68 -16.54 -23.54
H 6.98 -17.76 -23.52
H 8.02 -15.94 -22.57
H 9.83 -15.36 -24.42
H 8.84 -16.21 -25.52
H 10.18 -18.31 -25.63
H 11.11 -18.57 -24.06
H 11.30 -17.15 -25.07
H 7.99 -13.77 -23.87
H 6.69 -14.19 -23.09
C 4.95 -10.44 -31.90
C 3.89 -10.38 -30.74
C 4.66 -10.35 -29.40
O 3.84 -9.99 -28.34
C 4.36 -10.32 -27.03
N 3.09 -9.17 -30.88
H 4.49 -10.45 -32.89
H 5.54 -11.36 -31.88
H 5.65 -9.61 -31.81
H 3.21 -11.23 -30.73
H 5.49 -9.65 -29.54
H 5.03 -11.37 -29.31
H 3.81 -9.90 -26.19
H 5.33 -9.84 -26.99
H 4.51 -11.40 -26.90
H 3.03 -8.95 -29.89
H 3.85 -8.59 -31.22
C 11.75 -11.78 -17.07
C 11.61 -11.74 -15.56
O 12.61 -10.94 -15.04
H 10.86 -12.21 -17.54
H 12.59 -12.43 -17.33
H 12.05 -10.84 -17.52
H 11.83 -12.73 -15.16
H 10.63 -11.39 -15.23
H 12.89 -11.21 -14.16
C 2.90 -14.10 -26.23
C 4.16 -14.62 -25.54
O 5.13 -13.62 -25.61
H 3.12 -14.16 -27.30
H 2.76 -13.06 -25.94
H 2.10 -14.79 -25.97
H 4.43 -15.59 -25.97
H 4.02 -14.84 -24.48
H 5.91 -14.04 -25.24
C 4.33 -15.28 -19.82
C 5.13 -14.31 -20.65
O 4.37 -13.72 -21.65
H 3.67 -14.77 -19.12
H 4.91 -15.87 -19.11
H 3.74 -15.91 -20.48
H 5.91 -14.78 -21.24
H 5.57 -13.51 -20.05
H 4.79 -12.99 -22.11
```